Entry 1:
The following is a DFT calculation (ωB97M-V/def2-TZVPD) of an isolated molecule of CCl3N in a non-equilibrium geometry.

Calculated values
HOMO energy (spin up / spin down) in eV: -9.01 / -9.36
Frontier orbital gap (spin up / spin down) in hartree: 0.2982 / 0.3133
Structure (SMILES): ClN=C(Cl)Cl
Relative energy (zero: lowest compared OMol25 entry of this formula, charge and spin) in kcal/mol: 0.00
E_LUMO (spin up / spin down) in eV: -0.900 / -0.836
Total charge: 0

Atoms and positions in Å:
Cl (-1.8214, -0.4846, -0.9661)
N (-0.5842, -1.1086, -0.0788)
C (0.3837, 0.1218, 0.2981)
Cl (1.7236, -0.1852, 1.1464)
Cl (0.2983, 1.6566, -0.3996)

From a natural (NBO) analysis of the wavefunction, the atomic charges in e read:
1 Cl 0.1546
2 N -0.4247
3 C -0.0160
4 Cl 0.1716
5 Cl 0.1146

=====

Entry 2:
The following is a DFT calculation (ωB97M-V/def2-TZVPD) of a structure of composition C24H29IMoN7S in a non-equilibrium geometry.

Calculated values
HOMO energy (spin up / spin down) in eV: -16.79 / -16.86
Frontier orbital gap (spin up / spin down) in hartree: 0.2095 / 0.2079
E_LUMO (spin up / spin down) in eV: -11.090 / -11.201
Total charge: +3

Atoms and positions in Å:
Mo (0.4202, -0.1205, -0.2406)
N (0.1772, -1.3619, 3.9814)
C (0.0768, -1.2759, 2.6726)
S (1.5532, -0.8425, 1.7295)
N (-0.9955, -1.4810, 1.9899)
N (-0.8673, -1.4259, 0.6584)
C (-1.3724, -2.4501, -0.0326)
C (-1.9636, -3.6398, 0.5393)
C (-1.6013, -4.8895, -0.0156)
C (-2.1233, -6.0602, 0.4844)
C (-3.0506, -6.0257, 1.5231)
C (-3.4224, -4.8014, 2.0757)
C (-2.8682, -3.6225, 1.6193)
C (-1.1369, -2.3583, -1.4596)
C (-1.7950, -3.1384, -2.4150)
C (-1.4211, -3.0358, -3.7450)
C (-0.4191, -2.1319, -4.0850)
C (0.1413, -1.3502, -3.0938)
N (-0.2063, -1.4327, -1.8007)
H (1.0748, -1.2775, 4.4361)
H (-0.6152, -1.6199, 4.5551)
H (-0.8555, -4.9302, -0.7934)
H (-1.8058, -7.0046, 0.0727)
H (-3.4845, -6.9439, 1.8911)
H (-4.1654, -4.7765, 2.8593)
H (-3.1906, -2.6809, 2.0340)
H (-2.5862, -3.8091, -2.1129)
H (-1.8815, -3.6547, -4.4983)
H (-0.0775, -2.0411, -5.1034)
H (0.9216, -0.6402, -3.3350)
C (-2.2860, 1.9538, -4.0171)
C (-1.5521, 3.1196, -3.3512)
N (-0.0988, 2.9408, -3.3445)
C (0.6557, 3.7619, -4.2912)
C (0.6784, 3.1701, -5.6971)
C (0.4797, 2.0428, -2.5706)
C (1.9595, 1.8043, -2.6840)
N (-0.1747, 1.2932, -1.6887)
H (-3.3551, 2.1505, -3.9877)
H (-2.0927, 1.0000, -3.5232)
H (-1.9917, 1.8653, -5.0600)
H (-1.9025, 3.2756, -2.3241)
H (-1.7729, 4.0313, -3.9068)
H (1.6717, 3.9090, -3.9272)
H (0.1827, 4.7444, -4.3241)
H (1.0931, 2.1662, -5.7033)
H (1.2973, 3.7980, -6.3306)
H (-0.3148, 3.1432, -6.1322)
H (2.5311, 2.6762, -2.3608)
H (2.2356, 1.6080, -3.7208)
H (2.2543, 0.9373, -2.0733)
H (-1.1808, 1.4592, -1.7110)
I (-1.4649, 2.2475, 1.3439)
C (0.5902, 2.7577, 1.0782)
C (1.0777, 3.9896, 1.4832)
C (2.4379, 4.2304, 1.3383)
C (3.2441, 3.2143, 0.8369)
C (2.6640, 2.0194, 0.4506)
N (1.3431, 1.7916, 0.5385)
H (0.4221, 4.7390, 1.9028)
H (2.8624, 5.1785, 1.6355)
H (4.3112, 3.3533, 0.7574)
H (3.2799, 1.2066, 0.0700)

natural (NBO) atomic charge list, values in e, 5 entries:
1 Mo 1.1775
2 N -0.7396
3 C 0.3430
4 S 0.0621
5 N -0.3812

=====

Entry 3:
The following is a DFT calculation (ωB97M-V/def2-TZVPD) of a structure of composition CF3N3 in a non-equilibrium geometry.

Calculated values
HOMO energy in eV: -12.22
Frontier orbital gap in hartree: 0.4394
Relative energy (zero: lowest compared OMol25 entry of this formula, charge and spin) in kcal/mol: 30.14
E_LUMO in eV: -0.264
Total charge: 0

Atoms and positions in Å:
C (-1.4944, -0.0238, 1.1478)
N (0.9738, -1.2120, -1.3741)
N (-1.0045, 0.1322, 0.1302)
N (1.0412, -0.1864, -1.0673)
F (-1.7466, -0.2513, 2.3752)
F (0.7675, 1.0499, -1.5517)
F (1.4630, 0.4916, 0.3399)

natural (NBO) atomic charge list, values in e, 5 entries:
1 C 0.6738
2 N 0.0228
3 N -0.4411
4 N 0.5180
5 F -0.2333

=====

Entry 4:
The following is a DFT calculation (ωB97M-V/def2-TZVPD) of a cluster of 2 separate species, C4H13N2O in total.

Calculated values
HOMO energy in eV: -14.35
Frontier orbital gap in hartree: 0.4169
Relative energy (zero: lowest compared OMol25 entry of this formula, charge and spin) in kcal/mol: 49.30
E_LUMO in eV: -3.009
Total charge: +1

Atoms and positions in Å:
C (-0.4701, -1.3613, 1.2136)
O (-0.6143, -2.3832, 2.1724)
C (0.8019, -1.7192, 0.4624)
N (0.8694, -1.0138, -0.8510)
H (-0.3529, -0.3872, 1.6964)
H (-1.3292, -1.3368, 0.5276)
H (-1.3663, -2.1831, 2.7395)
H (1.6735, -1.4339, 1.0301)
H (0.8384, -2.7956, 0.2866)
H (0.6344, 0.0916, -0.7704)
H (0.2257, -1.4353, -1.5190)
H (1.8034, -1.1101, -1.2483)
C (-0.9666, 1.9058, -1.5082)
C (0.5154, 2.3345, 0.2644)
N (0.1613, 1.5450, -0.6547)
H (-0.6476, 1.9553, -2.5452)
H (-1.4251, 2.8469, -1.1979)
H (-1.7295, 1.1313, -1.4216)
H (1.3582, 2.0612, 0.8917)
H (0.0199, 3.2879, 0.4316)

natural (NBO) atomic charge list, values in e, 5 entries:
1 C -0.0761
2 O -0.7010
3 C -0.2377
4 N -0.7226
5 H 0.1754

=====

Entry 5:
The following is a DFT calculation (ωB97M-V/def2-TZVPD) of an isolated molecule of C3H4N2O in a non-equilibrium geometry.

Calculated values
HOMO energy in eV: -9.49
Frontier orbital gap in hartree: 0.3361
Structure (SMILES): N#CC(=O)CN
Relative energy (zero: lowest compared OMol25 entry of this formula, charge and spin) in kcal/mol: 52.21
E_LUMO in eV: -0.343
Total charge: 0

Atoms and positions in Å:
N (0.5859, -2.5780, 2.8965)
C (0.2521, -1.6108, 2.3865)
C (-0.4363, -0.4958, 1.7924)
O (-1.4050, 0.1093, 2.1579)
C (0.3629, -0.3539, 0.3503)
N (-0.2999, 0.5041, -0.4829)
H (0.3140, -1.4894, -0.0115)
H (1.4208, -0.0898, 0.6995)
H (0.1056, 1.3472, -0.7274)
H (-1.3165, 0.5389, -0.3740)

natural (NBO) atomic charge list, values in e, 5 entries:
1 N -0.2225
2 C 0.1330
3 C 0.4859
4 O -0.4616
5 C -0.2751

=====

Entry 6:
The following is a DFT calculation (ωB97M-V/def2-TZVPD) of a cluster of 2 separate species, C5H14 in total in a non-equilibrium geometry.

Calculated values
HOMO energy in eV: -11.24
Frontier orbital gap in hartree: 0.4556
Structure (SMILES): CCC.CC
Relative energy (zero: lowest compared OMol25 entry of this formula, charge and spin) in kcal/mol: 10.72
E_LUMO in eV: 1.161
Total charge: 0

Atoms and positions in Å:
C (-0.8882, -0.0086, -0.7076)
C (-0.7144, 1.4998, -0.8989)
C (-0.9330, 2.0060, -2.3313)
H (-1.3714, -0.4428, -1.5795)
H (-1.4585, -0.2708, 0.1895)
H (0.0648, -0.5078, -0.5171)
H (-1.3460, 2.0662, -0.2189)
H (0.3064, 1.7808, -0.6475)
H (-0.0185, 1.9620, -2.9318)
H (-1.5804, 1.3421, -2.9032)
H (-1.3811, 2.9962, -2.3564)
C (1.0860, -2.2465, 1.5405)
C (1.2868, -0.8282, 2.1584)
H (0.0321, -2.3878, 1.3040)
H (1.6254, -2.3128, 0.5977)
H (1.3726, -3.0065, 2.2621)
H (2.1749, -0.9598, 2.7766)
H (0.4645, -0.6712, 2.8166)
H (1.2783, -0.0104, 1.4466)

natural (NBO) atomic charge list, values in e, 5 entries:
1 C -0.6139
2 C -0.4090
3 C -0.6062
4 H 0.2048
5 H 0.2094

=====

Entry 7:
The following is a DFT calculation (ωB97M-V/def2-TZVPD) of a structure of composition C36H42Br2ClCuO3PSi in a non-equilibrium geometry.

Calculated values
HOMO energy in eV: -9.91
Frontier orbital gap in hartree: 0.1196
E_LUMO in eV: -6.654
Total charge: +1

Atoms and positions in Å:
C (1.8322, -1.0915, 4.4340)
C (2.7331, -1.7802, 3.2955)
C (3.1205, -0.7656, 2.0781)
C (3.2541, -1.7135, 0.7727)
C (4.6110, -2.5111, 0.6699)
C (4.7679, -3.4375, -0.5565)
C (3.6633, -3.6251, -1.6563)
P (4.0008, -4.8469, -3.0653)
O (4.0302, -4.0273, -4.5735)
Cl (5.9897, -5.6455, -2.8874)
C (2.3359, -2.8426, -1.5422)
C (2.1675, -1.8639, -0.3124)
C (0.8083, -1.0527, -0.2601)
O (0.6585, 0.1316, 0.1344)
C (-0.4965, -1.8128, -0.7949)
C (-1.8266, -1.4901, -0.0877)
C (-3.0979, -2.2240, -0.5989)
C (-4.4776, -1.8189, 0.1375)
C (-4.8205, -0.3206, -0.4270)
C (-4.8927, 0.7935, 0.7271)
C (-4.3661, 2.2450, 0.1876)
C (-3.1212, 2.7141, 1.0911)
C (-2.3004, 3.9544, 0.4534)
C (-1.1292, 4.3671, 1.5126)
C (0.1771, 3.4052, 1.3344)
Si (1.2775, 3.9478, -0.1629)
C (0.9470, 2.8482, -1.7342)
C (0.9540, 5.7927, -0.6647)
C (3.1204, 3.7233, 0.3613)
C (3.8347, 2.3293, 0.2708)
C (5.3416, 2.1217, 0.6674)
C (6.1803, 3.3141, 1.1853)
C (5.5025, 4.7169, 1.2947)
C (4.0054, 4.9099, 0.8930)
C (-2.9823, -3.2605, -1.7389)
C (-4.3482, -4.0016, -2.1631)
Br (-5.4600, -3.3112, -3.6430)
C (-4.7708, -5.1559, -1.4423)
C (-6.1054, -5.9811, -1.7179)
Br (-3.6100, -5.7568, 0.0544)
C (-1.6067, -3.5671, -2.4391)
C (-0.3440, -2.8087, -1.9694)
C (1.1188, -2.9644, -2.5952)
O (1.2937, -3.1977, -3.8200)
H (2.4935, -0.4589, 5.1289)
H (0.9281, -0.5192, 4.0417)
H (1.4193, -1.9577, 5.0821)
H (2.0629, -2.5888, 2.8062)
H (3.6316, -2.3380, 3.7207)
H (2.2549, -0.0283, 2.0045)
H (4.1107, -0.2191, 2.2776)
H (5.4227, -2.3756, 1.4671)
H (5.7611, -4.0141, -0.6500)
H (4.3838, -4.7087, -5.2021)
H (-1.8412, -0.7414, 0.7664)
H (-4.2602, -1.7201, 1.2653)
H (-5.3277, -2.5458, -0.0770)
H (-5.7764, -0.3981, -1.0734)
H (-3.9839, 0.0052, -1.1559)
H (-4.2630, 0.5614, 1.6508)
H (-6.0082, 0.9344, 0.9866)
H (-4.1272, 2.2226, -0.9397)
H (-5.1843, 3.0492, 0.3200)
H (-3.4745, 3.0863, 2.1275)
H (-2.3962, 1.8367, 1.1950)
H (-1.8061, 3.7071, -0.5464)
H (-2.9760, 4.8737, 0.2864)
H (-1.5557, 4.1116, 2.5470)
H (-0.8551, 5.4811, 1.4258)
H (-0.1490, 2.3123, 1.2115)
H (0.8380, 3.4517, 2.2717)
H (0.8461, 3.5150, -2.6633)
H (-0.0113, 2.2609, -1.5116)
H (1.7781, 2.0584, -1.8602)
H (1.0557, 6.5167, 0.2142)
H (1.6219, 6.0578, -1.5579)
H (-0.1385, 5.8359, -1.0444)
H (3.2225, 1.4317, -0.0844)
H (5.7706, 1.0667, 0.5573)
H (7.2681, 3.1272, 1.4858)
H (6.1534, 5.5705, 1.6662)
H (3.5994, 5.9727, 0.9957)
H (-6.3270, -6.6053, -0.7711)
H (-7.0287, -5.3428, -1.9189)
H (-5.9616, -6.7539, -2.5602)
H (-1.5251, -4.3135, -3.3106)
Cu (-7.6151, 0.1423, -1.2777)

Löwdin atomic charge list, values in e, 5 entries:
1 C -0.1323
2 C -0.2449
3 C -0.1615
4 C -0.0927
5 C 0.0139

=====

Entry 8:
The following is a DFT calculation (ωB97M-V/def2-TZVPD) of a cluster of 2 separate species, C5H13N2S in total.

Calculated values
HOMO energy in eV: -2.56
Frontier orbital gap in hartree: 0.2432
Relative energy (zero: lowest compared OMol25 entry of this formula, charge and spin) in kcal/mol: 7.88
E_LUMO in eV: 4.057
Total charge: -1

Atoms and positions in Å:
C (-3.4662, 0.6030, 0.0529)
C (-2.7942, -0.7549, 0.0970)
C (-1.7523, -0.8765, 1.2154)
S (-0.2247, 0.0575, 0.8717)
H (-4.0732, 0.7874, 0.9392)
H (-4.0849, 0.7223, -0.8417)
H (-2.6929, 1.3766, 0.0175)
H (-3.5537, -1.5451, 0.1977)
H (-2.2682, -0.9275, -0.8436)
H (-1.5425, -1.9359, 1.3784)
H (-2.1943, -0.4985, 2.1431)
C (3.2753, -0.4607, 0.6196)
N (3.3452, 0.6831, -0.2956)
C (2.5851, 0.6500, -1.4429)
N (2.3804, 1.6967, -2.1375)
H (2.2797, -0.5911, 1.0510)
H (3.5200, -1.3627, 0.0525)
H (4.0301, -0.3175, 1.3880)
H (3.2300, 1.5742, 0.1693)
H (2.2086, -0.3411, -1.7005)
H (1.7926, 1.4607, -2.9313)

natural (NBO) atomic charge list, values in e, 5 entries:
1 C -0.6145
2 C -0.4072
3 C -0.5141
4 S -0.7324
5 H 0.1804

=====

Entry 9:
The following is a DFT calculation (ωB97M-V/def2-TZVPD) of an isolated molecule of C3H4N4O in a non-equilibrium geometry.

Calculated values
HOMO energy in eV: -8.76
Frontier orbital gap in hartree: 0.3087
Structure (SMILES): N/N=c1/nncco1
Relative energy (zero: lowest compared OMol25 entry of this formula, charge and spin) in kcal/mol: 98.64
E_LUMO in eV: -0.359
Total charge: 0

Atoms and positions in Å:
N (2.5563, 0.0227, -0.0702)
N (1.6228, -1.0636, 0.0067)
C (0.4009, -0.7226, -0.1746)
N (-0.6946, -1.7050, -0.1642)
N (-1.8752, -1.2955, -0.0507)
C (-2.1974, 0.0935, 0.0355)
C (-1.1752, 0.9569, -0.0911)
O (0.1247, 0.7110, -0.2579)
H (3.4751, -0.3857, 0.0627)
H (2.3183, 0.9304, 0.5298)
H (-3.2024, 0.4247, 0.3487)
H (-1.3533, 2.0331, -0.1745)

natural (NBO) atomic charge list, values in e, 5 entries:
1 N -0.6763
2 N -0.2536
3 C 0.4944
4 N -0.1423
5 N -0.1117

=====

Entry 10:
The following is a DFT calculation (ωB97M-V/def2-TZVPD) of a structure of composition C10H26ClINO3P2W in a non-equilibrium geometry.

Calculated values
HOMO energy (spin up / spin down) in eV: -17.31 / -17.31
Spin multiplicity: 3
Frontier orbital gap (spin up / spin down) in hartree: 0.1511 / 0.1554
Relative energy (zero: lowest compared OMol25 entry of this formula, charge and spin) in kcal/mol: 43.30
E_LUMO (spin up / spin down) in eV: -13.197 / -13.082
Total charge: +3

Atoms and positions in Å:
C (0.1905, 1.0093, -4.3650)
C (0.4594, 1.5251, -3.0012)
H (0.0757, 1.8543, -5.0671)
H (-0.7414, 0.4197, -4.3678)
H (0.9825, 0.3578, -4.7585)
O (0.0461, 2.5756, -2.5452)
I (0.1593, -3.5457, -3.3968)
W (0.2176, -1.6855, -1.6191)
P (1.5751, 0.1677, -1.8231)
C (2.0159, 1.4638, -0.5796)
C (2.1636, -1.2752, -0.6467)
H (3.0741, -1.7254, -1.0411)
H (3.8893, 0.4270, -2.5292)
H (1.4594, -2.1254, -0.3197)
H (3.1676, -0.9995, -3.2969)
H (1.7335, 1.1503, 0.4405)
H (2.3628, -0.7957, 0.3119)
C (2.9769, 0.0460, -3.0078)
H (3.1018, 1.6311, -0.6126)
H (2.7990, 0.6290, -3.9179)
H (1.5024, 2.4042, -0.8149)
P (-1.6885, -0.4240, -1.1661)
C (-1.6732, 1.1682, -0.3012)
C (-2.7533, -0.2804, -2.6153)
H (-2.3234, -2.4914, -0.0490)
H (-3.6421, -1.2674, -0.1155)
H (-2.2816, -1.0841, 1.0500)
C (-2.5675, -1.4287, 0.0453)
H (-2.9775, -1.2667, -3.0425)
H (-3.6982, 0.1913, -2.3074)
H (-2.7021, 1.5655, -0.3314)
H (-0.9988, 1.8926, -0.7849)
H (-2.2970, 0.3434, -3.3910)
H (-1.3818, 0.9942, 0.7527)
Cl (-0.0420, -3.3380, 0.0091)
N (0.8115, 1.7791, 4.8492)
C (-0.4251, 1.0222, 4.6368)
C (-0.4302, 0.7696, 3.1308)
O (-1.4728, 0.2415, 2.7048)
O (0.6194, 1.1513, 2.5108)
H (1.2885, 1.7482, 3.8828)
H (1.3588, 1.3904, 5.6286)
H (0.5443, 2.7321, 5.1010)
H (-0.4289, 0.0898, 5.2015)
H (-1.2720, 1.6362, 4.9151)

natural (NBO) atomic charge list, values in e, 5 entries:
1 C -0.7625
2 C 0.5063
3 H 0.3254
4 H 0.2748
5 H 0.2666

=====

Entry 11:
The following is a DFT calculation (ωB97M-V/def2-TZVPD) of a cluster of 5 separate species, C4H18O4 in total in a non-equilibrium geometry.

Calculated values
HOMO energy (spin up / spin down) in eV: 0.59 / -6.95
Spin multiplicity: 2
Frontier orbital gap (spin up / spin down) in hartree: 0.0966 / 0.3685
Relative energy (zero: lowest compared OMol25 entry of this formula, charge and spin) in kcal/mol: 51.46
E_LUMO (spin up / spin down) in eV: 3.215 / 3.079
Total charge: -1

Atoms and positions in Å:
C (0.9943, 0.9547, -0.7959)
C (-2.1111, -1.1752, -1.0672)
C (-1.5605, 0.2712, -0.6489)
C (-0.3690, 0.8281, -1.4830)
H (0.7479, 1.5995, 0.0493)
H (1.6594, 1.3974, -1.4743)
H (1.3005, -0.0029, -0.4261)
H (-3.2989, -1.1530, -0.7779)
H (-1.5802, -2.1453, -0.6684)
H (-2.1249, -1.3037, -2.1967)
H (-1.3855, -0.0136, 0.4463)
H (-2.4107, 0.9215, -0.5902)
H (-0.2119, 0.1122, -2.3399)
H (-0.4892, 1.7547, -2.0856)
H (0.7191, -0.4678, 2.8511)
H (0.3916, -1.6323, 1.9314)
O (1.1695, -0.9904, 2.1610)
H (-0.9580, 0.7764, 3.3795)
H (0.4582, 1.5059, 3.1352)
O (0.0879, 0.9500, 3.7595)
H (2.7352, 1.5813, 0.8566)
H (2.7221, 0.6324, 2.0102)
O (2.3343, 1.5474, 1.7122)
H (1.1200, -2.2593, -2.4515)
H (-0.0604, -1.3323, -2.6480)
O (0.1204, -2.3568, -2.6385)

natural (NBO) atomic charge list, values in e, 5 entries:
1 C -0.6553
2 C -0.6501
3 C -0.5685
4 C -0.3588
5 H 0.2346